9
Properties=species:S:1:pos:R:3:forces:R:3 method="wB97M-V/def2-TZVPD" lumo_ev="3.68 / 3.68" total_charge=-1 max_force_ev_per_a=5.1 orbital_gap_ev="7.9326 / 7.9320" de_lowest_kcal_mol=71.7 e_homo_ev="-4.26 / -4.26"
P 0.41089 -0.56398 -1.35617 0.0 -0.5 0.6
O 1.66600 -1.08569 -1.96102 -0.9 0.8 1.2
C -0.88485 0.09364 1.06888 2.7 -0.8 -1.5
H -0.85305 0.32880 2.07065 0.1 0.2 2.3
O -0.88539 -0.60971 -2.06411 0.5 0.5 0.7
C 0.27718 -0.26945 0.49615 -4.0 0.4 -3.1
H -1.76245 0.36747 0.61306 -1.7 0.3 -1.6
H 1.04645 -0.47540 1.09840 3.3 -0.5 1.7
F 0.98523 2.21431 0.03416 0.0 -0.5 -0.3